Model A:
# C8H14N3O

2 unconnected molecules or ions with the total composition C8H14N3O (ωB97M-V/def2-TZVPD, the OMol25 dataset).

```
! wB97M-V def2-TZVPD RIJCOSX def2/J DEFGRID3
* xyz 1 1
O 1.2076 0.1661 1.5849
H 1.1756 1.2413 -1.8300
H 0.7746 -2.3786 1.1901
H 1.3115 2.9749 -1.6652
H 0.8727 4.1040 0.5306
C -0.5201 -1.3166 -0.1020
C 0.5881 2.0420 0.0075
H 2.2817 3.1465 0.9693
H 2.5355 1.9633 -1.2340
H 0.8856 3.0655 2.0324
N -0.3731 -4.7650 0.5633
C 1.4760 2.0409 -1.2626
C 1.1432 3.1353 0.9786
H -1.3287 1.7747 -1.0946
H -2.3871 -3.7139 -0.9764
C 0.8006 0.7760 0.6838
C -0.8710 2.3357 -0.2779
N 0.0089 -2.3805 0.5146
H -1.1067 -5.4512 0.6821
H -2.3017 -1.2185 -1.3932
C -1.6012 -1.7561 -0.7381
H -1.4590 2.3116 0.6662
N -1.7787 -3.1277 -0.4730
H -0.9200 3.3413 -0.7907
C -0.7232 -3.5027 0.2084
H 0.3091 -4.8080 1.2258
*
```

Computed properties:
* HOMO-LUMO gap (alpha / beta): 8.358 / 8.359 eV
* HOMO (alpha / beta): -11.70 / -11.70 eV

Here are the Mulliken charges for atoms 1 to 6, given in e: -0.292 0.486 0.254 0.475 0.392 -0.034



Model B:
# C8H14N3O

2 unconnected molecules or ions with the total composition C8H14N3O (ωB97M-V/def2-TZVPD, the OMol25 dataset).

```
! wB97M-V def2-TZVPD RIJCOSX def2/J DEFGRID3
* xyz 1 1
N 0.9478 -0.6359 -0.4190
H -1.7424 -0.7132 1.0041
H -0.1563 -2.9137 1.0594
H 2.9107 3.2096 0.4081
C -2.5859 2.0081 -0.4722
H 0.2886 2.4055 0.2222
C 0.5125 -3.0018 0.2502
H 0.3589 -3.9122 -0.2240
H -3.2441 0.3199 1.3193
C -2.2347 0.4998 -0.6088
C 0.0940 0.3826 -0.3268
H 4.2227 1.8526 0.4710
H -1.8931 2.6826 0.0379
H -0.4071 -1.8401 -1.1713
C 0.5804 -1.9855 -0.9352
C 2.2233 -0.1410 -0.0245
H -3.1672 -1.0370 0.3653
C 2.1967 1.2785 0.1532
H 1.3159 -2.2312 -1.6147
H -2.4709 2.3474 -1.5028
H -3.6777 2.0825 -0.0327
N 0.7609 1.5080 -0.0437
H 1.4815 -3.1687 0.6952
N -2.6205 -0.2079 0.6801
C 3.1797 2.0965 0.5821
O 3.1265 -0.8853 0.1279
*
```

Computed properties:
* HOMO-LUMO gap: 8.138 eV
* HOMO: -12.18 eV

Here are the Mulliken charges for atoms 1 to 6, given in e: 0.204 0.361 0.355 0.274 -1.013 0.239



Model C:
# C8H14N3O

A gas-phase ion, C8H14N3O (charge +1) (ωB97M-V/def2-TZVPD, the OMol25 dataset).

```
! wB97M-V def2-TZVPD RIJCOSX def2/J DEFGRID3
* xyz 1 1
H 1.3134 2.3933 -0.5054
H -3.2891 -0.4024 0.0923
H -0.9062 -3.1354 0.7234
H -0.4077 0.2569 2.2024
H -0.6643 -3.4464 -1.0068
H 2.8236 -0.9067 -1.0525
C 0.4540 -0.5772 -0.0979
N -1.2000 0.0102 1.6234
H -1.6048 -2.0392 -0.4830
C 2.7390 0.0020 -0.4725
C -3.1099 1.5065 -0.8790
H 4.7693 0.4017 -0.5023
C 3.8000 0.7259 -0.1691
H 1.3244 -2.3836 -0.3063
N 1.4085 0.3028 -0.1316
H 3.7602 1.6356 0.4040
H -2.0538 0.3450 2.0472
C -1.0668 0.3383 0.2548
C -0.7518 -2.6694 -0.2507
H -2.4251 2.2825 -1.1703
N 0.4530 -1.8650 -0.2424
H 1.1128 1.9001 1.2038
C 0.8749 1.6476 0.1591
C -2.7079 0.4240 -0.2637
H -4.1549 1.6595 -1.1006
O -0.4908 1.5933 -0.0764
*
```

Computed properties:
* HOMO-LUMO gap: 10.382 eV
* HOMO: -13.41 eV
* SMILES: C=C[N+]1=C(NC)[C@](N)(C=C)OC1

Here are the Mulliken charges for atoms 1 to 6, given in e: 0.415 0.425 0.318 0.251 0.366 0.310



We find model C to be the most stable, with the next structure 6.4 kJ/mol higher.



Model A:
# H10LiO5

A molecular structure, H10LiO5 (ωB97M-V/def2-TZVPD, the OMol25 dataset).

```
! wB97M-V def2-TZVPD RIJCOSX def2/J DEFGRID3
* xyz 1 1
H -1.1392 0.0997 2.3294
H -1.1565 -1.4742 2.5784
H -0.7828 2.4129 -0.0810
O -0.6690 -0.7015 2.0731
H 1.7598 -0.0572 -1.7446
H 2.3613 -0.8618 1.2180
H -2.8839 -0.5524 -1.1543
H 2.5820 0.5426 0.4408
O -1.9403 -0.9761 -1.0753
H -2.1122 -1.6443 -1.7004
O 2.3399 -0.4504 0.4216
H 0.1664 2.0296 1.0984
O -0.2031 1.6758 0.2663
Li -0.1626 -0.3158 -0.1179
H 0.8819 0.5126 -2.5448
O 0.9582 -0.2395 -2.0077
*
```

Computed properties:
* HOMO-LUMO gap: 12.178 eV
* HOMO: -15.66 eV

Here are the Mulliken charges for atoms 1 to 6, given in e: 0.332 0.338 0.292 -0.654 0.258 0.284



Model B:
# H10LiO5

A molecular structure, H10LiO5 (ωB97M-V/def2-TZVPD, the OMol25 dataset).

```
! wB97M-V def2-TZVPD RIJCOSX def2/J DEFGRID3
* xyz 1 1
H 1.3059 -1.6701 1.4321
H 1.4689 1.8839 1.1681
O 1.0729 1.5489 0.3631
O -1.7511 1.3929 0.5421
H 0.9469 0.2749 -2.8129
O 0.2379 0.0119 -2.2439
H -0.2081 -0.6371 -2.7249
H 1.9239 1.7209 -0.2689
H -1.8461 2.1569 1.1281
H -1.7611 -2.1341 0.6121
H -1.0431 -2.4261 -0.8109
O 1.3489 -0.8681 1.8381
O -1.2391 -1.7851 -0.2579
Li -0.2071 -0.1071 0.1451
H 2.2099 -0.6031 1.8221
H -2.4591 1.2399 0.0681
*
```

Computed properties:
* HOMO-LUMO gap: 12.058 eV
* HOMO: -15.42 eV

Here are the Mulliken charges for atoms 1 to 6, given in e: 0.319 0.282 -0.588 -0.517 0.285 -0.540



We find model A to be the most stable, with the next structure 43.1 kJ/mol higher.



Model A:
# C3H18O6

6 unconnected molecules or ions with the total composition C3H18O6 (ωB97M-V/def2-TZVPD, the OMol25 dataset).

```
! wB97M-V def2-TZVPD RIJCOSX def2/J DEFGRID3
* xyz 0 1
H 0.5392 -0.8419 -0.0885
H 2.9631 2.8210 3.2972
H -1.6336 -2.9140 -2.8212
O -1.8867 3.9918 0.4737
H -0.7384 -2.5130 -0.5522
H -1.2761 3.4110 0.9277
O 0.1130 -0.7198 -0.9400
H 2.0180 0.1781 0.9982
H -2.5345 3.4032 0.0861
O 1.2664 -0.2219 1.4355
H 2.3347 1.4962 3.6737
H -2.2263 -1.4943 -2.1953
H -1.0602 -1.2944 -3.3873
O -2.4016 0.2110 0.0557
H 1.5276 -2.1353 -2.6703
H 0.2731 1.4181 1.5174
C -1.2815 -1.9254 -2.5265
H -2.6170 0.9500 -0.5133
H 0.9400 -3.7353 -2.0720
H -1.4455 0.1681 0.0418
H 1.8368 -2.5686 -1.0712
H 1.5781 -0.4154 2.3196
C -0.2407 -1.9985 -1.3742
O 0.0496 2.3429 1.6222
C 1.0734 -2.6783 -1.8415
H 0.7123 2.6834 2.2232
O 2.1171 2.3814 3.3818
*
```

Computed properties:
* HOMO-LUMO gap: 9.672 eV
* HOMO: -10.15 eV
* SMILES: CC(C)O.O.O.O.O.O

Here are the Mulliken charges for atoms 1 to 6, given in e: 0.286 0.312 0.385 -0.609 0.262 0.429



Model B:
# C3H18O6

6 unconnected molecules or ions with the total composition C3H18O6 (ωB97M-V/def2-TZVPD, the OMol25 dataset).

```
! wB97M-V def2-TZVPD RIJCOSX def2/J DEFGRID3
* xyz 0 1
H 10.0125 -14.0877 -16.0993
H 7.0754 -16.0694 -18.7209
C 10.4237 -14.0104 -15.0928
H 10.8126 -14.9996 -14.8513
H 4.4245 -10.1747 -18.8449
H 9.5336 -13.8371 -14.4881
C 6.1422 -16.4354 -19.1492
H 8.2314 -11.4341 -23.9937
O 11.4217 -11.6871 -18.5078
H 3.2575 -12.6058 -18.7116
O 7.6996 -12.4892 -19.6041
H 6.7120 -18.1152 -18.3605
H 5.9574 -16.0340 -20.1456
H 7.5074 -10.5977 -22.9602
H 6.7528 -12.5157 -19.4660
C 3.5740 -10.7799 -19.1589
H 7.8011 -12.2543 -20.5264
H 5.2858 -16.1366 -18.5448
O 6.2436 -17.8827 -19.1656
O 8.0510 -11.3798 -23.0553
H 3.3884 -10.4211 -20.1713
O 11.3886 -13.0023 -14.9475
H 10.4792 -11.7759 -18.6489
H 2.7227 -10.6203 -18.4972
H 11.5270 -11.7273 -17.5573
H 11.9038 -13.1867 -14.1587
O 3.9177 -12.1277 -19.2188
*
```

Computed properties:
* HOMO-LUMO gap: 10.728 eV
* HOMO: -10.27 eV
* SMILES: CO.CO.CO.O.O.O

Here are the Mulliken charges for atoms 1 to 6, given in e: 0.177 0.194 -0.499 0.265 0.209 0.262



We find model A to be the most stable, with the next structure 157.4 kJ/mol higher.